Record 1
Here is a cluster of 4 separate species, C3H15NO4 in total from OMol25. Energies are from ωB97M-V/def2-TZVPD.

energy above the lowest of the compared OMol25 structures with the same formula, charge and spin = 45.5 kcal per mole
SMILES string = C[C@H](N)CO.O.O.O

Geometry as XYZ:
```
23
Properties=species:S:1:pos:R:3:forces:R:3:lowdin_charge:R:1
C -0.9795 -1.1032 2.6052 -2.300 2.534 -0.071 -0.086
C 0.1661 -0.1304 2.4185 0.134 0.037 -1.273 -0.434
N -0.0075 0.6091 1.1412 0.217 1.291 -0.287 -0.002
C 1.5295 -0.8660 2.3697 -0.141 0.110 -1.326 -0.225
O 2.6017 -0.0003 1.9365 -0.074 -0.498 -0.154 -0.108
H -1.8538 -0.4374 2.1438 1.168 -1.954 1.458 0.119
H -0.9574 -2.0236 2.0914 0.436 -0.905 -1.166 0.048
H -1.1510 -1.3909 3.6372 -0.231 0.344 0.316 0.067
H 0.0880 0.6581 3.1773 0.432 -0.355 0.060 0.139
H -0.6073 1.4488 1.1496 0.580 -0.807 0.597 0.079
H -0.2653 0.1245 0.2953 0.024 -0.785 0.291 0.062
H 1.8041 -1.3570 3.3245 -0.009 0.743 -0.344 0.124
H 1.3627 -1.7411 1.6657 0.377 0.925 0.401 0.125
H 2.5295 0.3081 0.9957 -0.625 -0.687 1.474 0.094
O -1.8206 0.4847 -4.4891 -0.477 -1.619 -0.995 -0.074
H -2.0679 -0.2153 -5.1501 0.310 0.614 1.203 0.066
H -1.7716 1.2285 -5.0777 0.167 0.939 -0.143 0.018
O 2.8114 3.1810 -2.6705 -1.285 1.151 1.270 -0.090
H 2.5426 3.9415 -2.0809 0.851 -0.957 -0.956 0.061
H 1.9920 2.6643 -2.5992 0.428 -0.206 -0.305 0.028
O -2.0345 -2.2235 -2.1717 -0.942 3.667 -0.390 -0.135
H -1.2637 -1.7871 -2.6145 -0.712 -0.770 0.463 0.030
H -2.6473 -1.3727 -2.0982 1.670 -2.814 -0.125 0.094
```
Forces are in eV/Å.


Record 2
Here is a cluster of 2 separate species, C7H17NO in total from OMol25. Energies are from ωB97M-V/def2-TZVPD.

energy above the lowest of the compared OMol25 structures with the same formula, charge and spin = 104.8 kcal per mole
SMILES string = CCN(C)C(C)=O.CC

Geometry as XYZ:
```
26
Properties=species:S:1:pos:R:3:forces:R:3:lowdin_charge:R:1
C -0.3707 2.6552 -2.3654 -7.099 3.674 1.029 -0.137
C -0.5247 1.2572 -2.1370 1.494 -5.865 -2.266 -0.282
N 0.3794 0.8084 -1.1351 2.519 3.695 -1.263 -0.074
C 1.7691 1.5844 -0.9796 -2.960 1.194 2.625 0.029
C 0.5287 -0.3929 -0.6396 1.710 -3.010 2.462 -0.517
C -0.0812 -1.7336 -1.1172 -0.072 3.423 -1.906 0.034
O 1.3652 -0.4779 0.2625 -0.041 -1.447 0.473 -0.014
H 0.5001 3.1139 -2.5169 3.835 0.464 -2.688 0.009
H -0.4759 3.4294 -1.5250 -1.036 -1.750 0.396 0.116
H -1.2929 2.9625 -2.9802 1.941 0.032 0.060 0.119
H -1.3605 0.5546 -2.0017 -1.382 1.999 0.623 0.116
H -0.3379 0.6512 -3.1862 0.633 1.628 1.459 0.159
H 2.4410 1.2097 -1.6764 1.513 -1.577 -0.588 0.065
H 1.8418 2.6698 -1.1930 -1.233 -0.497 0.048 0.075
H 1.9032 1.5006 0.1366 0.871 -0.190 -1.734 0.107
H -1.1317 -1.5801 -1.2887 -0.520 -0.499 -0.488 0.070
H 0.4934 -2.0240 -1.9973 -0.464 0.278 -0.559 0.093
H 0.1214 -2.4984 -0.4743 0.291 -1.555 2.343 0.033
C -1.1833 -1.1964 3.6914 2.041 0.875 0.718 -0.182
C -0.3638 -2.2490 2.9553 1.520 -0.635 0.417 -0.185
H -0.4538 -0.5397 4.3032 -1.074 -1.363 -0.455 0.095
H -1.5757 -0.4492 3.0627 -1.141 0.662 -0.952 0.031
H -1.8992 -1.6592 4.3485 -0.495 0.213 0.136 0.050
H -0.3267 -3.0842 3.6969 0.515 0.262 -0.893 0.066
H 0.6661 -1.8290 2.7956 -0.817 -0.673 0.140 0.068
H -0.6312 -2.6834 1.9611 -0.549 0.662 0.865 0.057
```
Forces are in eV/Å.


Record 3
Here is a cluster of 2 separate species, C5H12O in total from OMol25. Energies are from ωB97M-V/def2-TZVPD.

energy above the lowest of the compared OMol25 structures with the same formula, charge and spin = 5.3 kcal per mole
multiplicity = 2
total charge = -1

Geometry as XYZ:
```
18
Properties=species:S:1:pos:R:3:forces:R:3:lowdin_charge:R:1
C -0.1231 0.0950 -2.6318 -0.568 -0.585 0.244 -0.160
C -1.1948 0.7389 -1.7502 0.013 -0.307 -0.878 -0.266
C -0.9394 0.6829 -0.2756 0.650 1.067 0.427 -0.395
C 0.0243 -0.0452 0.2698 0.225 -0.475 -0.291 -0.111
C -1.6957 1.7161 0.5265 -0.370 -0.162 -0.088 -0.121
H 0.8638 0.4832 -2.4093 0.156 0.182 -0.229 0.066
H -0.0850 -0.9844 -2.4917 0.084 -0.114 0.358 0.059
H -0.4110 0.1798 -3.6737 0.237 0.463 -0.320 0.055
H -1.3411 1.7660 -2.1137 0.192 0.124 0.496 0.105
H -2.1508 0.2817 -2.0061 -0.284 -0.233 0.188 0.102
H 0.3686 0.0121 1.2863 -0.442 0.148 0.470 0.006
H 0.5919 -0.7682 -0.2928 0.081 -0.019 -0.328 0.022
H -1.2940 2.7273 0.4162 0.193 -0.072 -0.178 0.068
H -2.7178 1.7696 0.1303 -0.070 -0.001 0.319 0.065
H -1.7064 1.4875 1.5950 -0.082 -0.054 -0.160 0.062
H 3.4799 -2.7319 4.4623 -0.010 -0.044 -0.119 -0.086
H 4.0674 -4.1377 4.2863 -0.133 0.098 -0.100 -0.042
O 4.2632 -3.2726 4.6721 0.127 -0.014 0.190 -0.427
```
Forces are in eV/Å.


Record 4
Here is a structure of composition C31H33AsF6N8O3RbSSbSe from OMol25. Energies are from ωB97M-V/def2-TZVPD.

energy above the lowest of the compared OMol25 structures with the same formula, charge and spin = 54.0 kcal per mole
multiplicity = 2
total charge = -1

Geometry as XYZ:
```
86
Properties=species:S:1:pos:R:3:forces:R:3:lowdin_charge:R:1
Rb -7.6362 -8.7213 20.1549 0.656 -0.154 0.282 0.846
N -5.3108 -9.2252 11.3769 0.004 -1.004 -1.945 0.054
C -5.6390 -8.7273 12.6091 -0.936 0.314 2.857 -0.321
C -5.2862 -9.4586 13.8067 -0.067 0.893 -1.540 -0.041
C -5.4692 -8.9183 15.0538 -0.618 1.624 0.456 -0.056
C -6.1695 -7.6819 15.2050 0.834 -1.421 -1.306 -0.288
C -6.6634 -7.0325 14.0695 -0.028 -0.542 1.136 -0.079
C -6.3669 -7.5078 12.8150 0.752 -0.924 -1.628 -0.046
S -6.3911 -7.0379 16.8016 -1.224 0.098 -0.803 0.559
O -6.5762 -5.6072 16.5594 0.025 -1.006 1.033 -0.325
O -5.2730 -7.5320 17.5719 1.361 0.586 0.507 -0.373
N -7.5737 -7.8569 17.4379 -0.012 0.781 0.860 -0.194
C -8.8951 -7.6641 17.3507 -1.298 -0.831 -1.571 -0.507
N -9.6215 -7.9497 18.4450 -0.755 0.556 0.201 -0.010
C -10.9440 -7.9691 18.3062 -0.106 -0.137 -0.311 -0.128
C -11.5979 -7.8104 17.0755 -0.247 0.597 1.022 -0.069
C -10.8059 -7.4085 16.0235 0.541 -0.604 1.035 -0.158
N -9.5054 -7.4077 16.1666 1.614 1.062 -0.898 0.130
H -5.2999 -10.2754 11.2220 -0.096 2.257 0.363 0.124
H -5.5887 -8.6415 10.5644 0.211 -1.039 0.983 0.100
H -4.7806 -10.4035 13.7173 0.215 -0.253 -0.157 0.094
H -5.0275 -9.3575 15.9514 -0.331 -0.107 -0.365 0.110
H -7.3726 -6.2265 14.2075 0.382 0.294 -0.064 0.108
H -6.6852 -6.9097 11.9411 0.087 -0.537 0.415 0.105
H -11.4880 -8.0836 19.2456 -0.080 -0.269 -0.313 0.103
H -12.6654 -7.7836 16.9814 -0.368 -0.192 0.203 0.082
H -11.2153 -7.0954 15.0789 -0.077 -0.028 -0.383 0.100
C -12.0470 -4.0677 23.8590 -0.407 -1.447 0.703 -0.364
Sb -11.1829 -5.6992 22.6814 0.692 -0.053 -0.263 1.235
C -12.9208 -5.8590 21.4657 -0.380 -0.224 -1.146 -0.381
C -11.5342 -7.4981 23.9256 -0.691 1.341 -1.429 -0.296
H -12.5030 -4.6121 24.7592 0.399 1.368 -1.127 0.018
H -12.7520 -3.4913 23.2432 -0.041 -0.454 0.383 -0.012
H -11.2290 -3.4092 24.1171 0.085 0.047 0.452 -0.037
H -13.4166 -4.8697 21.3263 0.086 -0.885 0.515 0.007
H -13.5018 -6.6527 21.9483 -0.507 0.599 -0.077 -0.008
H -12.7404 -6.2298 20.4354 0.280 0.185 0.595 -0.016
H -10.6757 -8.1056 23.8701 1.165 -0.588 0.112 -0.050
H -12.3519 -8.0799 23.5092 -0.282 0.140 0.204 0.004
H -11.7122 -7.1062 24.8963 -0.304 -0.096 1.028 -0.027
F -9.6594 -9.6415 21.5739 -0.052 -1.733 0.705 -0.449
As -9.4696 -11.4363 22.0074 -1.725 0.485 -2.920 0.869
F -8.4505 -11.7527 20.5864 -0.656 0.553 0.850 -0.300
F -7.9872 -10.9101 22.8154 -0.364 -0.734 -0.035 -0.294
F -9.5498 -13.1400 22.3090 0.834 0.274 0.031 -0.252
F -10.2996 -11.2720 23.5005 -0.326 0.703 -0.135 -0.243
F -10.9785 -11.6551 20.9154 1.973 0.445 1.819 -0.325
N -5.9630 -7.9369 28.7250 -0.900 0.872 -3.939 0.153
C -6.2547 -7.6669 27.6071 0.745 -0.586 4.977 -0.174
C -6.6556 -7.3118 26.3021 0.459 0.347 -2.621 -0.233
C -6.4565 -6.0224 25.7215 0.078 -0.989 1.332 -0.009
C -6.6440 -5.8391 24.3690 -0.541 -0.585 -0.389 -0.111
N -7.0115 -6.8518 23.5348 0.203 0.992 0.153 0.087
C -7.2234 -8.0276 24.0735 -0.296 -1.343 0.417 -0.140
C -7.0417 -8.3140 25.4234 -0.934 -1.159 1.339 -0.005
H -6.1448 -5.2801 26.4410 0.050 0.558 -0.449 0.110
H -6.5688 -4.8583 23.9020 0.184 -0.199 0.132 0.106
H -7.5699 -8.9040 23.5030 0.199 0.824 -0.350 0.089
H -7.3376 -9.3266 25.8348 0.683 1.216 -0.731 0.149
N -2.5768 -7.5777 19.4492 2.732 0.099 0.769 0.167
C -2.0148 -8.7744 19.9270 -2.049 1.087 -0.251 -0.479
O -0.8328 -8.9994 20.0769 -0.348 0.435 0.002 0.059
C -3.0962 -9.6963 20.4407 -0.328 -1.802 0.906 -0.107
C -2.7970 -10.4682 21.5854 0.542 0.411 1.139 -0.012
C -3.7142 -11.3667 22.1991 0.164 1.284 -1.868 -0.035
C -4.9898 -11.4147 21.5905 0.750 -0.920 1.267 -0.136
N -5.2620 -10.7373 20.4767 -1.027 -0.410 0.618 0.015
C -4.3886 -9.9262 19.9218 1.197 0.316 -0.345 -0.121
H -1.9051 -6.7877 19.4586 -0.862 -0.912 -0.556 0.119
H -3.4549 -7.4590 18.9731 -0.369 -0.238 0.029 0.059
H -1.8355 -10.2333 22.1242 -0.884 -0.603 -0.899 0.129
H -3.3741 -11.9844 23.0285 -0.456 0.256 -0.054 0.098
H -5.7808 -12.0517 22.0739 0.618 0.800 -0.921 0.117
H -4.7331 -9.4917 18.9892 0.181 0.344 -0.063 0.094
Se -7.2060 -2.4932 20.6535 -0.038 0.481 -0.189 0.768
C -6.2488 -0.8670 20.7872 1.266 -0.026 1.150 -0.707
C -5.3783 -0.7088 21.9141 -0.704 0.965 -0.068 -0.140
C -4.6409 0.4848 22.0324 0.452 0.010 0.040 -0.087
C -4.5618 1.4373 20.9670 -1.395 -1.206 1.209 -0.083
C -5.4146 1.2768 19.8783 -0.517 0.111 0.021 -0.092
C -6.2660 0.1664 19.8540 -0.329 -0.170 -1.295 -0.147
H -5.4849 -1.4463 22.7317 0.463 0.570 -0.557 0.088
H -4.1152 0.7382 22.9889 -0.379 -0.502 -1.046 0.109
H -4.0437 2.3482 21.1713 0.497 0.379 -0.257 0.087
H -5.5664 2.0422 19.0841 0.486 -0.640 0.745 0.114
H -6.9576 0.0774 19.0111 0.188 -0.008 0.272 0.099
```
Forces are in eV/Å.


Which of these has the highest energy above the lowest of the compared OMol25 structures with the same formula, charge and spin? C7H17NO